# 1
Formula: C3H4Br2N3O2
Source: the Open Molecules 2025 dataset
Level of theory: ωB97M-V/def2-TZVPD

Structure (ORCA input):
```
! wB97M-V def2-TZVPD RIJCOSX def2/J DEFGRID3
* xyz 1 1
C -0.1583 0.5445 0.3056
C 0.7694 -0.8634 -1.0180
C 0.8320 1.4157 0.8130
N 1.7658 1.8532 0.1197
N -1.3520 0.2485 0.7090
N 0.0090 -1.7399 -1.5467
O -2.0130 0.9035 1.4753
O -1.9522 -0.8692 0.1528
Br 2.5079 -0.5521 -1.3420
Br 0.6148 1.7415 2.7828
H 2.4676 2.4419 0.5477
H -2.8668 -0.9130 0.5014
H -0.9688 -1.8043 -1.2548
H 0.3446 -2.4069 -2.2460
*
```

Kohn-Sham gap: 0.3137 hartree
Relative energy (zero: lowest compared OMol25 entry of this formula, charge and spin): 44.63 kcal/mol
Strongest force on any atom: 5.26 eV/A

natural (NBO) atomic charge list, values in e, 8 entries: atom 1 (C): 0.14, atom 2 (C): 0.24, atom 3 (C): 0.16, atom 4 (N): -0.57, atom 5 (N): 0.37, atom 6 (N): -0.69, atom 7 (O): -0.34, atom 8 (O): -0.56


# 2
Formula: C15H26Br3ClFN2O
Source: the Open Molecules 2025 dataset
Level of theory: ωB97M-V/def2-TZVPD

Structure (ORCA input):
```
! wB97M-V def2-TZVPD RIJCOSX def2/J DEFGRID3
* xyz 1 1
C 0.4349 -3.5541 1.1936
C 0.0428 -3.1888 0.1264
C -0.4660 -2.7759 -1.1780
C -0.1341 -1.3133 -1.4748
C -0.5996 -0.3605 -0.3533
C -1.4409 0.8489 -0.7408
C -0.9915 1.6927 -1.9538
C 0.4576 1.6183 -2.4438
O 1.4032 1.5473 -1.3980
C 2.6305 0.9300 -1.7596
C 3.3154 0.4858 -0.4712
C -2.9449 0.5345 -0.9918
Cl -3.1262 -0.7627 -2.2536
N -3.7224 0.1620 0.1532
C -3.1600 0.1945 1.4947
C -1.9248 1.0789 1.7202
N -1.4907 1.7883 0.4822
C -0.2338 2.5131 0.7756
F -2.4471 2.7793 0.2815
H 0.6590 -3.9772 2.1418
H 0.0606 -3.3854 -1.9170
H -1.5265 -3.0006 -1.2780
H -0.5183 -1.0603 -2.4575
H 0.9480 -1.2345 -1.5677
H 0.2966 -0.0541 0.1796
H -1.1406 -0.9872 0.3591
H -1.2465 2.7449 -1.8252
H -1.6102 1.3800 -2.7938
H 0.5796 0.7541 -3.1006
H 0.6460 2.4837 -3.0877
H 3.2704 1.6416 -2.2894
H 2.4866 0.0686 -2.4166
H 2.8221 -0.4198 -0.1142
H 4.3833 0.3526 -0.5989
H 3.1035 1.2537 0.2736
H -3.4047 1.3897 -1.4758
H -4.5906 0.6750 0.1370
H -3.9315 0.5208 2.1869
H -2.9094 -0.8173 1.8186
H -1.1018 0.4956 2.1223
H -2.1115 1.8656 2.4468
H -0.4105 3.0926 1.6797
H 0.5966 1.8448 0.9602
H 0.0146 3.2237 -0.0029
C 3.9027 -2.5249 3.8715
Br 4.7825 -4.2088 4.1408
Br 2.8463 -2.5363 2.2489
Br 2.8303 -2.0254 5.3888
H 4.6709 -1.7735 3.7609
*
```

Kohn-Sham gap: 0.3520 hartree
Relative energy (zero: lowest compared OMol25 entry of this formula, charge and spin): 0.00 kcal/mol
Strongest force on any atom: 1.47 eV/A

natural (NBO) atomic charge list, values in e, 8 entries: atom 1 (C): -0.26, atom 2 (C): -0.02, atom 3 (C): -0.48, atom 4 (C): -0.39, atom 5 (C): -0.49, atom 6 (C): 0.21, atom 7 (C): -0.49, atom 8 (C): -0.06


# 3
Formula: C24H33N9SbSeTl
Source: the Open Molecules 2025 dataset
Level of theory: ωB97M-V/def2-TZVPD

Structure (ORCA input):
```
! wB97M-V def2-TZVPD RIJCOSX def2/J DEFGRID3
* xyz 2 1
Tl -0.6886 -0.3413 -0.0944
Se 5.1662 1.7469 4.7952
N 5.0753 1.5905 3.0358
C 3.8627 1.1907 2.7511
C 3.3933 0.9434 1.3930
C 4.2068 1.1148 0.2718
C 3.6943 0.8610 -0.9829
C 2.3760 0.4389 -1.0865
N 1.5960 0.2739 -0.0229
C 2.0774 0.5199 1.2064
C 1.1724 0.3317 2.3534
N -0.0895 -0.0604 2.1023
C -0.9504 -0.2269 3.1024
C -0.5814 -0.0254 4.4268
C 0.7077 0.3704 4.7071
C 1.6076 0.5612 3.6544
C 2.9826 0.9990 3.8665
N 3.4886 1.2454 5.0470
H 5.2276 1.4472 0.4112
H 4.2939 0.9854 -1.8731
H 1.9333 0.2317 -2.0548
H -1.9584 -0.5091 2.8302
H -1.3104 -0.1738 5.2104
H 1.0435 0.5447 5.7211
C 1.0604 4.0771 -0.6637
C -0.3781 4.0343 -0.1625
C -1.3223 4.7003 -1.1556
C -0.4837 4.6992 1.2041
N -0.7178 2.5978 0.1065
N -0.8795 1.7773 -1.0750
H 1.3859 5.1123 -0.7600
H 1.1670 3.6289 -1.6571
H 1.7311 3.5690 0.0332
H -1.0760 5.7608 -1.2258
H -2.3650 4.6201 -0.8602
H -1.2233 4.2985 -2.1675
H -0.2050 5.7489 1.1249
H 0.1796 4.2184 1.9257
H -1.5087 4.6586 1.5808
H -1.6153 2.5632 0.5857
H -0.0637 1.9680 -1.6520
H -1.7083 2.0438 -1.6252
N -3.3900 2.0214 -2.7860
C -3.8503 1.2522 -2.0565
N -4.3935 0.3324 -1.2299
C -3.5707 0.1427 -0.2758
N -2.8235 -0.0528 0.6226
C 1.5574 -3.3171 -2.7668
C 0.0651 -3.2577 -3.0731
Sb -1.0886 -2.8009 -1.3500
C -3.1656 -3.0186 -1.7566
C -3.4362 -4.1876 -2.7027
C -0.5137 -4.1917 0.1520
C -0.6460 -5.6513 -0.2764
H 2.1028 -3.5913 -3.6697
H 1.7888 -4.0630 -2.0055
H 1.9455 -2.3551 -2.4277
H -0.3230 -4.2206 -3.4099
H -0.1818 -2.5191 -3.8347
H -3.5088 -2.0688 -2.1666
H -3.6376 -3.1492 -0.7823
H -2.9510 -4.0547 -3.6697
H -4.5092 -4.2502 -2.8848
H -3.1181 -5.1419 -2.2836
H -1.1419 -3.9645 1.0151
H 0.5141 -3.9338 0.4126
H -1.6811 -5.9184 -0.4877
H -0.2988 -6.3008 0.5269
H -0.0481 -5.8762 -1.1606
*
```

Kohn-Sham gap: 0.2907 hartree
Relative energy (zero: lowest compared OMol25 entry of this formula, charge and spin): 5.75 kcal/mol
Strongest force on any atom: 0.95 eV/A

Mulliken atomic charge list, values in e, 8 entries: atom 1 (Tl): 1.48, atom 2 (Se): 0.36, atom 3 (N): -0.84, atom 4 (C): 0.98, atom 5 (C): 0.43, atom 6 (C): -0.63, atom 7 (C): -1.22, atom 8 (C): -0.31


# 4
Formula: C7H25NO4
Source: the Open Molecules 2025 dataset
Level of theory: ωB97M-V/def2-TZVPD

Structure (ORCA input):
```
! wB97M-V def2-TZVPD RIJCOSX def2/J DEFGRID3
* xyz -1 2
C -1.3552 -1.0629 1.5195
C 0.1914 -1.1622 1.3828
C -2.0009 -0.3434 0.3023
N -1.1801 0.6773 -0.3360
C -0.4998 0.2208 -1.5599
C -2.5030 2.6584 -1.1696
C -1.3611 2.0976 -0.1906
C -1.7979 2.3669 1.2724
H -1.8109 -2.0560 1.5964
H -1.5500 -0.5882 2.4943
H 0.6406 -1.7284 2.2014
H 0.4972 -1.5952 0.4407
H 0.4735 -0.1381 1.5821
H -1.8710 -1.1821 -0.3976
H -3.0440 -0.0628 0.4869
H 0.2547 -0.4948 -1.1951
H 0.0627 1.0629 -1.9996
H -1.1110 -0.3632 -2.2365
H -2.0868 3.5585 -1.6207
H -3.2851 2.9390 -0.4641
H -2.7714 1.8912 -1.8754
H -0.4133 2.6216 -0.3823
H -1.3826 3.3302 1.5432
H -1.2844 1.6758 1.9661
H -2.8615 2.1424 1.3754
H 2.5586 -3.1825 -1.1365
H 3.0721 -3.0852 0.2186
O 2.8355 -2.4927 -0.5098
H 4.4641 -0.2700 0.0660
H 3.7972 -0.1061 1.3788
O 4.6363 -0.3424 1.0070
H 1.4541 1.2088 1.3393
H 2.9268 1.5768 1.8236
O 2.3897 1.0072 1.2715
H -0.8054 -2.5826 -3.7153
H -0.8697 -1.9030 -2.3973
O -1.0859 -2.7582 -2.8036
*
```

Kohn-Sham gap (spin up / spin down): 0.0806 / 0.3015 hartree
Relative energy (zero: lowest compared OMol25 entry of this formula, charge and spin): 12.08 kcal/mol
Strongest force on any atom: 2.57 eV/A

natural (NBO) atomic charge list, values in e, 8 entries: atom 1 (C): -0.41, atom 2 (C): -0.67, atom 3 (C): -0.22, atom 4 (N): -0.49, atom 5 (C): -0.53, atom 6 (C): -0.66, atom 7 (C): -0.09, atom 8 (C): -0.72


# 5
Formula: C15H42O17P4
Source: the Open Molecules 2025 dataset
Level of theory: ωB97M-V/def2-TZVPD

Structure (ORCA input):
```
! wB97M-V def2-TZVPD RIJCOSX def2/J DEFGRID3
* xyz 0 1
C -2.1518 -4.5637 -1.4647
O -3.0478 -3.6307 -0.7459
P -4.0261 -2.7437 -1.5621
O -3.4042 -1.7398 -2.4476
O -4.7375 -3.8187 -2.5260
C -4.9010 -3.7329 -3.8324
O -5.2870 -2.1171 -0.7513
C -6.2186 -1.2136 -1.5353
H -2.8381 -5.1419 -2.2004
H -1.4067 -5.0797 -0.7410
H -1.4283 -3.9111 -2.2025
H -5.2903 -4.6350 -4.2386
H -4.0920 -3.4145 -4.4277
H -5.4275 -2.8423 -3.9486
H -6.8137 -1.7956 -2.1684
H -5.5347 -0.5677 -2.0957
H -7.0328 -0.6332 -1.0041
C 2.9359 -0.4064 2.3856
O 3.1567 -1.6634 1.5882
P 1.8998 -2.6621 1.1709
O 1.3159 -3.3611 2.3075
O 0.6429 -1.6971 0.6478
C -0.6646 -2.0298 0.8696
O 2.2897 -3.8644 0.1896
C 1.5331 -4.1677 -1.0335
H 2.5206 -0.5701 3.4364
H 2.1590 0.2930 1.9470
H 3.8339 0.0124 2.5381
H -0.9158 -1.9711 1.9239
H -0.6986 -3.1184 0.4993
H -1.1828 -1.2823 0.1269
H 0.9406 -3.2381 -1.3971
H 0.8255 -5.0075 -0.8399
H 2.0975 -4.3670 -1.8013
C -0.7561 1.4409 3.0325
O 0.6555 1.2316 3.5808
P 1.2148 2.3486 4.6635
O 2.3248 1.7432 5.3530
O 1.8730 3.5842 3.7645
C 2.5674 3.3184 2.4791
O 0.1654 2.9067 5.7219
C 0.7014 3.5112 6.9392
H -0.9398 0.5081 2.3075
H -0.7736 2.0820 2.2276
H -1.3341 1.5623 3.7245
H 2.7161 4.2648 1.9339
H 1.9746 2.6347 1.9857
H 3.5182 2.7195 2.7116
H 1.2413 4.4877 6.5167
H 1.5571 2.9427 7.3942
H 0.1128 4.1770 7.6907
C 2.7466 1.6483 -1.0515
O 1.8502 1.0011 -1.8694
P 2.1891 -0.3815 -2.5934
O 2.4825 -1.4717 -1.6418
O 0.9770 -0.9223 -3.4678
C -0.4172 -1.0023 -2.9672
O 3.4550 -0.2540 -3.5943
C 3.7162 -1.3499 -4.6143
H 2.2245 2.1444 -0.1473
H 3.2315 2.4446 -1.7436
H 3.5402 1.1704 -0.6475
H -0.6134 -1.7785 -2.0540
H -1.3747 -1.6352 -3.5305
H -0.5003 0.1189 -2.6262
H 2.8950 -2.0436 -4.6880
H 4.5566 -1.9559 -4.2629
H 4.1630 -1.0519 -5.4540
C -0.7206 3.8594 -0.0649
C -0.0387 4.9705 -0.8841
C 0.4375 6.1508 -0.0255
O 0.3400 4.8271 -2.0628
H -0.5132 4.1451 1.1044
H -0.2049 2.9960 -0.3193
H -1.9131 3.9890 -0.2781
H 0.7573 5.8119 0.9908
H -0.4937 7.0240 0.1297
H 1.3576 6.7639 -0.3304
*
```

Kohn-Sham gap: 0.3578 hartree
SMILES: COP(=O)(OC)OC.COP(=O)(OC)OC.COP(=O)(OC)OC.COP(=O)(OC)OC.CC(C)=O
Relative energy (zero: lowest compared OMol25 entry of this formula, charge and spin): 47.80 kcal/mol
Strongest force on any atom: 12.82 eV/A

Mulliken atomic charge list, values in e, 8 entries: atom 1 (C): -0.45, atom 2 (O): -0.32, atom 3 (P): 1.03, atom 4 (O): -0.59, atom 5 (O): -0.36, atom 6 (C): -0.75, atom 7 (O): -0.40, atom 8 (C): -0.64


# 6
Formula: C12H32O10S
Source: the Open Molecules 2025 dataset
Level of theory: ωB97M-V/def2-TZVPD

Structure (ORCA input):
```
! wB97M-V def2-TZVPD RIJCOSX def2/J DEFGRID3
* xyz 0 1
O 1.4005 0.9785 -0.5350
S 1.0290 1.0164 0.8690
O 1.7912 0.2584 1.8951
C 0.7645 2.7332 1.4606
C -0.5731 2.6575 2.1318
C -1.5438 1.7722 1.3829
C -0.6527 0.5996 1.0577
H 0.9508 3.4954 0.7040
H 1.5367 2.8054 2.2264
H -0.4064 2.2032 3.1085
H -0.9071 3.6591 2.4025
H -1.7475 2.2744 0.4372
H -2.5723 1.6979 1.7363
H -0.8904 -0.0159 0.1901
H -0.6505 -0.0538 1.9303
O -2.8260 5.1559 1.5272
C -2.6827 6.0203 0.3891
C -1.5368 5.5908 -0.5473
O -1.6304 6.3044 -1.7877
H -2.6037 5.5035 2.3940
H -3.6733 6.0995 -0.0589
H -2.5660 7.0507 0.7249
H -1.6266 4.5457 -0.8436
H -0.5954 5.7585 -0.0241
H -1.7931 7.2056 -1.4997
O 0.7607 -2.1306 -5.8892
C -0.0997 -1.6427 -4.7560
C 0.5958 -0.8033 -3.6824
O 1.1702 0.4645 -3.9528
H 1.3534 -2.8766 -5.7720
H -0.7755 -0.9993 -5.3193
H -0.6738 -2.5314 -4.4939
H 1.4378 -1.3749 -3.2919
H -0.1164 -0.5724 -2.8901
H 1.7534 0.6299 -3.2085
O 0.2025 -2.8334 2.4959
C 0.3627 -3.8503 3.4157
C 0.2838 -5.1576 2.6601
O 1.4781 -5.5219 2.0759
H 0.9246 -2.2182 2.6429
H 1.1611 -3.6668 4.1347
H -0.5535 -3.7815 4.0022
H -0.4693 -5.0978 1.8744
H -0.0444 -5.9494 3.3335
H 1.7986 -4.7941 1.5381
O 2.5118 -3.3369 0.5365
C 2.0873 -3.0991 -0.7871
C 0.6780 -3.3203 -1.1834
O -0.1530 -2.5451 -0.4066
H 2.4897 -2.5024 1.0107
H 2.3532 -2.0723 -1.0383
H 2.6455 -3.7136 -1.4935
H 0.3932 -4.3716 -1.1403
H 0.3987 -3.1221 -2.2182
H 0.0509 -2.5251 0.5313
*
```

Kohn-Sham gap: 0.3646 hartree
SMILES: O=S1(=O)CCCC1.OCCO.OCCO.OCCO.OCCO
Strongest force on any atom: 3.08 eV/A

natural (NBO) atomic charge list, values in e, 8 entries: atom 1 (O): -0.93, atom 2 (S): 2.14, atom 3 (O): -0.96, atom 4 (C): -0.64, atom 5 (C): -0.42, atom 6 (C): -0.41, atom 7 (C): -0.71, atom 8 (H): 0.25


# 7
Formula: C5H11NOS
Source: the Open Molecules 2025 dataset
Level of theory: ωB97M-V/def2-TZVPD

Structure (ORCA input):
```
! wB97M-V def2-TZVPD RIJCOSX def2/J DEFGRID3
* xyz 0 1
O 0.5939 1.9935 2.1568
C 0.5396 2.5054 0.4274
N -0.1287 1.5963 -0.3672
C 0.3320 0.2493 -0.5385
C 1.8412 0.1927 -0.6390
C 1.6567 0.3261 -2.0148
S -2.0405 -3.0261 -0.1538
C -0.2739 -0.5061 0.6857
H 0.1554 3.5243 0.6530
H 1.6869 2.3579 0.3605
H -0.3073 -0.1782 -1.3610
H 2.3133 -0.4913 0.0965
H 0.1338 2.3714 2.9484
H 1.9625 -0.3963 -2.8295
H 1.7083 1.4277 -2.2999
H -2.4886 -1.8323 -0.5781
H 0.0155 0.1587 1.5014
H 0.3464 -1.3895 0.9954
H -1.3019 -0.8618 0.7664
*
```

Kohn-Sham gap: 0.1182 hartree
Relative energy (zero: lowest compared OMol25 entry of this formula, charge and spin): 313.94 kcal/mol
Strongest force on any atom: 4.54 eV/A

natural (NBO) atomic charge list, values in e, 8 entries: atom 1 (O): -0.90, atom 2 (C): 0.04, atom 3 (N): -0.30, atom 4 (C): -0.16, atom 5 (C): -0.20, atom 6 (C): -0.20, atom 7 (S): -0.43, atom 8 (C): -0.60